# 1
Here is C40H53CoF2N8O5 as an isolated structure from OMol25. Energies are from ωB97M-V/def2-TZVPD.

Computed properties:
Energy in a.u.: -3952.4219
Charge: +2
Spin multiplicity: 5
⟨S²⟩: 6.040

Each line ends with the Mulliken spin population.
Cartesian coordinates (Å):
Co 0.4519 -1.3944 0.0419  2.727
C -3.6202 -2.7654 -1.7074  0.021
C -2.8232 -1.8925 -2.6804  -0.004
C -2.3906 -0.5407 -2.1012  0.018
C -1.6547 -2.6043 -3.3435  0.056
C -1.6268 -2.6136 -4.7266  -0.034
C -0.6428 -3.2911 -5.4324  0.071
C 0.3405 -3.9686 -4.7405  -0.059
C 0.3721 -3.9877 -3.3521  0.095
C 1.6175 -4.5575 -2.6913  0.029
C 2.8557 -3.7677 -3.1308  0.005
C 1.7856 -6.0518 -2.9764  0.003
C -0.6482 -3.3076 -2.6433  -0.004
N -0.5861 -3.2405 -1.2558  0.541
C -0.5776 -4.4307 -0.5839  -0.027
C -1.2571 -5.5893 -1.0095  0.159
C -1.2762 -6.7266 -0.2233  -0.064
C -0.6054 -6.7572 0.9952  0.142
C 0.0930 -5.6357 1.4385  -0.067
C 0.0765 -4.5163 0.6500  0.126
F 0.8119 -3.4321 1.0318  0.027
H -4.3638 -2.1654 -1.1760  -0.001
H -2.9923 -3.2753 -0.9780  -0.002
H -4.1621 -3.5375 -2.2551  -0.003
H -3.5172 -1.6713 -3.4944  -0.001
H -1.5645 -0.6510 -1.3957  0.001
H -3.2254 -0.0405 -1.6037  -0.001
H -2.0344 0.1067 -2.9033  -0.001
H -2.4145 -2.1035 -5.2671  0.001
H -0.6426 -3.2791 -6.5137  0.002
H 1.1285 -4.4660 -5.2897  0.003
H 1.5458 -4.4357 -1.6091  -0.002
H 3.0452 -3.8901 -4.1976  0.001
H 3.7339 -4.1260 -2.5918  0.000
H 2.7236 -2.7043 -2.9321  -0.003
H 1.8906 -6.2421 -4.0452  0.000
H 0.9325 -6.6281 -2.6162  -0.001
H 2.6839 -6.4276 -2.4849  0.001
H -1.7832 -5.5521 -1.9541  0.004
H -1.8148 -7.6004 -0.5631  -0.001
H -0.6099 -7.6556 1.5963  0.007
H 0.6657 -5.6367 2.3559  0.000
N -1.5846 -1.3138 0.7743  0.051
C -1.7212 -0.5375 2.0142  -0.009
C -3.0173 -0.8072 2.7819  0.005
C -3.3765 -2.2778 3.0280  0.000
C -2.3508 -3.0774 3.8301  -0.002
N -1.9904 -2.4497 5.0954  0.000
C -2.6935 -2.4930 6.2041  0.000
N -3.7332 -3.3247 6.3543  0.000
N -2.3621 -1.6792 7.2140  0.000
C -0.4220 -0.7412 2.8295  -0.001
O -0.4459 -0.4566 4.0453  0.002
O 0.5641 -1.1489 2.1814  0.036
H -2.3055 -1.0871 0.0963  -0.005
H -1.7087 -2.3028 0.9845  0.008
H -1.7090 0.5198 1.7324  -0.001
H -3.8491 -0.3589 2.2327  -0.001
H -2.9484 -0.2738 3.7313  0.000
H -3.5304 -2.7985 2.0776  0.002
H -4.3426 -2.3088 3.5380  0.000
H -1.4153 -3.1689 3.2744  0.001
H -2.6936 -4.1003 3.9993  0.000
H -1.3198 -1.6661 4.9636  0.000
H -3.9458 -4.0038 5.6464  0.000
H -4.1823 -3.4326 7.2465  0.000
H -1.5817 -1.0518 7.1117  0.000
H -2.8092 -1.7412 8.1110  0.000
C 0.5168 5.1982 -3.7068  0.000
C 1.8398 4.4895 -3.4655  0.000
N 1.7409 3.4497 -2.4326  0.001
C 1.5856 2.1686 -2.8157  0.001
C 1.4583 1.1071 -1.9715  -0.019
C 1.3634 -0.2670 -2.5979  0.007
O 1.5100 -0.3613 -3.8038  0.009
O 1.1167 -1.2402 -1.7979  0.060
C 1.4835 1.3278 -0.5649  0.039
O 1.4494 0.4300 0.3029  0.050
C 1.6328 2.7229 -0.1426  -0.002
C 1.6803 3.0217 1.2214  0.002
C 1.8777 4.3079 1.6318  0.000
F 1.9733 4.5688 2.9556  0.000
C 2.0194 5.3630 0.7205  0.000
C 1.9453 5.0710 -0.6273  0.000
C 1.7735 3.7559 -1.0814  -0.003
N 2.2448 6.7154 1.1043  0.000
C 1.7786 7.1645 2.4043  0.000
C 1.7019 8.6792 2.4157  0.000
N 3.0680 9.2388 2.1152  0.000
C 3.5771 8.7303 0.7928  0.000
C 3.5833 7.2155 0.8243  0.000
H 0.6394 5.9643 -4.4714  0.000
H 0.1415 5.6733 -2.8000  0.000
H -0.2354 4.4901 -4.0534  0.000
H 2.6276 5.1861 -3.1809  0.000
H 2.1787 3.9947 -4.3736  0.000
H 1.5945 1.9754 -3.8817  0.000
H 1.6006 2.2147 1.9394  0.001
H 2.0002 5.8931 -1.3254  0.000
H 2.4210 6.8244 3.2289  0.000
H 0.7774 6.7807 2.5939  0.000
H 1.3908 9.0575 3.3874  0.000
H 1.0336 9.0524 1.6417  0.000
H 3.7141 8.9449 2.8542  0.000
H 3.0515 10.2605 2.1278  0.000
H 4.5708 9.1417 0.6284  0.000
H 2.8913 9.1033 0.0338  0.000
H 4.3099 6.8632 1.5753  0.000
H 3.9261 6.8567 -0.1438  0.000

Cartesian forces (eV/Å) of the 2 atoms listed first:
Co -0.029 0.406 0.199
C 0.005 -0.028 0.001



# 2
Here is C39H70AlN9O as an isolated structure in a non-equilibrium geometry from OMol25. Energies are from ωB97M-V/def2-TZVPD.

Computed properties:
Energy in a.u.: -2337.6472
Charge: +2

Each line ends with the Mulliken charge.
Cartesian coordinates (Å):
Al -5.0492 0.4168 0.9729  0.961
C -0.3991 -1.0249 1.7114  -0.480
C -0.7770 0.2378 0.9591  1.514
C 0.2690 0.3769 -0.1915  0.282
O -2.1042 0.2220 0.5205  0.603
H -0.4461 -1.9666 1.1645  -0.622
H -0.8858 -1.0796 2.6852  0.124
H 0.6514 -0.9692 1.9968  0.368
H -0.7104 1.1480 1.5552  -0.651
H 0.1777 1.3493 -0.6755  -0.571
H 0.0349 -0.3778 -0.9423  -0.217
H 1.2903 0.3124 0.1836  0.133
C -0.2786 2.5284 4.7232  -0.967
C -0.1917 1.0733 5.0897  0.214
C -1.5201 0.4627 5.6589  -0.722
C -2.5699 0.4327 4.6673  0.097
N -3.4324 0.4279 3.8816  -0.334
H -0.8616 2.7244 3.8233  0.202
H 0.6835 3.0135 4.5581  0.117
H -0.7849 3.0278 5.5492  0.448
H 0.5516 0.9843 5.8820  0.400
H 0.0585 0.5201 4.1844  -0.223
H -1.9225 1.0408 6.4907  0.498
H -1.4329 -0.5551 6.0392  0.321
C -3.4262 2.0463 -5.4123  -1.404
C -2.1730 1.6200 -4.6325  -0.253
C -2.0168 2.2502 -3.1936  1.370
C -3.1946 2.0474 -2.3780  -0.111
N -4.1546 1.8781 -1.7167  -0.429
H -3.5161 1.6226 -6.4125  0.422
H -3.4413 3.1305 -5.5237  0.351
H -4.3434 1.7400 -4.9093  0.348
H -1.2166 1.8254 -5.1134  0.448
H -2.1055 0.5334 -4.5795  -0.128
H -1.7349 3.3030 -3.2047  0.660
H -1.2431 1.6497 -2.7151  -1.126
C -2.9276 -3.1932 5.1717  -0.828
C -3.1009 -4.5012 4.3364  -0.931
C -2.4157 -4.4142 2.9526  -0.013
C -3.0699 -3.3875 2.0761  0.081
N -3.4827 -2.5047 1.4366  -0.349
H -3.6714 -2.4974 4.7835  0.299
H -1.9440 -2.7549 5.0029  0.086
H -3.0297 -3.3574 6.2444  0.419
H -4.1300 -4.8557 4.2782  0.420
H -2.6058 -5.3332 4.8373  0.364
H -2.4790 -5.3397 2.3803  0.374
H -1.4017 -4.0246 3.0436  0.117
C -0.4718 -5.9080 -0.1750  -1.575
C 0.0003 -4.4579 -0.2584  0.944
C 1.2744 -4.0858 0.5990  0.576
C 2.3723 -5.0510 0.3757  -0.147
N 3.2426 -5.7633 0.1463  -0.447
H 0.3315 -6.6260 -0.3403  0.430
H -1.3018 -6.1517 -0.8382  0.366
H -0.8179 -6.2287 0.8076  0.274
H -0.8234 -3.8986 0.1852  -0.482
H 0.1813 -4.1992 -1.3017  0.037
H 1.0829 -4.0366 1.6709  0.363
H 1.6835 -3.1110 0.3334  -0.310
C -3.0093 -3.2886 -4.6904  -1.373
C -2.0566 -3.2699 -3.4848  -0.676
C -1.9746 -1.9133 -2.6837  1.928
C -3.2474 -1.5221 -2.0722  -0.058
N -4.2867 -1.2302 -1.6184  -0.407
H -2.8130 -2.4121 -5.3079  0.304
H -4.0657 -3.2921 -4.4219  0.350
H -2.9366 -4.1880 -5.3019  0.402
H -1.0457 -3.5487 -3.7824  0.489
H -2.4394 -4.0292 -2.8029  0.287
H -1.5773 -1.0662 -3.2429  -0.217
H -1.3308 -2.1358 -1.8327  -1.012
C 3.7970 2.7873 -4.3377  -1.325
C 2.6467 1.8247 -4.3511  -0.547
C 1.7253 1.8931 -3.1718  2.133
C 1.2880 3.2464 -2.7364  0.055
N 0.9138 4.2866 -2.4114  -0.596
H 4.5057 2.5672 -3.5393  0.295
H 3.5955 3.8583 -4.3157  0.402
H 4.3502 2.5956 -5.2571  0.411
H 2.9311 0.7732 -4.3915  0.311
H 1.9849 2.0040 -5.1984  0.347
H 2.3392 1.5999 -2.3202  -1.184
H 0.8729 1.2139 -3.1553  -0.188
C -0.8869 6.0367 1.9060  -1.182
C -0.9434 5.5504 0.4657  -0.590
C -1.1458 4.0239 0.2590  2.012
C -2.4129 3.5150 0.8452  -0.009
N -3.3957 3.1360 1.2640  -0.380
H -0.8130 7.1149 2.0485  0.394
H -0.1156 5.5202 2.4774  0.209
H -1.7708 5.7048 2.4507  0.340
H 0.0273 5.7892 0.0312  0.359
H -1.6572 6.2287 -0.0019  0.401
H -0.3663 3.4938 0.8062  -0.720
H -1.0960 3.6455 -0.7620  -0.828
C 5.1360 -1.3496 -3.7057  -1.045
C 5.0352 -1.6302 -2.2122  -0.868
C 3.7994 -1.0147 -1.4595  0.185
C 2.5029 -1.6136 -1.9892  0.266
N 1.5047 -2.0416 -2.4315  -0.529
H 4.1859 -1.5299 -4.2085  0.292
H 5.9165 -1.8892 -4.2421  0.404
H 5.4105 -0.2993 -3.8042  0.201
H 5.9949 -1.3055 -1.8102  0.444
H 5.0511 -2.7039 -2.0247  0.380
H 3.7310 0.0728 -1.4855  -0.124
H 3.7998 -1.3339 -0.4173  0.444
C 4.2696 3.1823 3.8022  -1.224
C 3.6056 1.8068 3.6556  -0.596
C 2.5642 1.8134 2.4859  1.632
C 3.1890 2.0956 1.1823  0.043
N 3.7050 2.3287 0.1386  -0.547
H 4.9325 3.3804 2.9599  0.346
H 4.9483 3.2046 4.6548  0.402
H 3.4875 3.9405 3.8421  0.298
H 3.1415 1.5281 4.6016  0.323
H 4.3353 0.9998 3.5884  0.456
H 1.9038 2.6536 2.7003  -0.359
H 1.9786 0.9011 2.3721  -0.676

Cartesian forces (eV/Å) of the 2 atoms listed first:
Al 1.308 0.056 -0.547
C 1.060 -0.267 0.685